Density functional theory data (ωB97M-V/def2-TZVPD) for an isolated ion of composition C3H8N3O and charge +1.

Its HOMO energy (spin up / spin down) is -13.30 / -13.69 eV. The HOMO-LUMO gap (spin up / spin down) comes out at 7.9150 / 9.0456 eV. Its molecular weight is 102.12 g/mol. Its energy above the lowest of the compared OMol25 structures with the same formula, charge and spin is 8.135 eV. The net charge is +1. Its strongest force on any atom is 3.419 eV/Å.

XYZ file:
```
15
Properties=species:S:1:pos:R:3:forces:R:3
C 2.138324 -0.071428 -0.742239 -0.25 1.28 1.43
C 1.454121 -0.818614 -1.493387 -1.38 -1.28 -0.22
C -0.294069 0.971893 0.648769 0.25 2.52 -2.30
N 0.349572 -0.243326 0.927423 1.56 0.07 0.96
N -1.810460 0.714580 0.649228 1.05 -2.23 -2.05
N -0.091987 -1.272675 0.263769 -0.59 0.08 -1.50
O 0.046615 -1.185704 -1.203357 0.79 -0.16 1.74
H 2.417603 0.743611 -0.107628 0.70 -0.27 -0.09
H 1.768806 -1.438480 -2.307539 0.12 0.12 -0.65
H -0.014496 1.275273 -0.480200 -0.98 -0.04 2.56
H -0.066781 1.784842 1.393657 0.03 -1.02 -0.90
H -1.709324 -0.355715 0.758759 -1.03 1.16 -0.87
H -2.157177 0.990965 -0.306389 -0.09 -0.65 1.42
H 0.391804 -2.084310 0.615013 0.11 -0.62 -0.40
H -2.422551 0.989087 1.384122 -0.27 1.03 0.87
```
Positions in Å, forces in eV/Å.